1.
{
  "formula": "C21H23ClN4O13PS2",
  "method": "ωB97M-V/def2-TZVPD",
  "symbols": ["O", "S", "H", "H", "H", "P", "N", "N", "H", "H", "C", "H", "O", "C", "H", "O", "C", "C", "H", "H", "C", "H", "O", "C", "C", "C", "O", "O", "O", "N", "O", "H", "C", "H", "C", "O", "C", "N", "C", "O", "C", "H", "H", "H", "H", "C", "H", "H", "C", "H", "H", "O", "Cl", "C", "O", "C", "H", "C", "C", "C", "H", "O", "S", "C", "H"],
  "coordinates": [[-0.56512, 2.09014, -3.74881], [-4.56057, -3.30050, 0.04923], [5.29676, 2.45774, 2.70997], [-3.50064, -0.12918, 0.57059], [3.29474, 1.53712, 1.60726], [-4.52454, -1.34674, -0.86246], [2.25909, -1.19434, 2.87366], [6.63316, 4.68391, 2.01123], [-0.55636, -0.35847, 0.24162], [0.74622, -1.42949, 0.75111], [1.31389, -2.25867, 6.84452], [0.48875, -3.77373, -0.39875], [-2.16495, -2.06169, 0.99778], [4.88313, 4.81010, 0.28633], [3.32301, 4.78943, -1.18266], [-4.44414, -0.24870, 0.40545], [0.35960, -0.87104, -0.11986], [1.40816, -3.24241, 5.86762], [-1.00574, 1.74053, -6.12273], [5.31920, 5.72594, -0.08728], [3.74211, 2.45257, 1.23988], [1.43750, -0.15961, 7.27914], [-2.24295, 1.82380, -2.43758], [-0.40308, -3.26656, -0.79447], [1.91916, -1.55982, 4.24538], [3.19003, 3.10614, 0.14398], [-5.68409, -1.07349, -1.78398], [2.31910, -2.07980, 2.05260], [-4.81703, -3.21493, 1.51548], [-3.16660, -4.11521, -0.39118], [-5.71312, -4.01536, -0.57734], [1.97781, 0.47270, 4.96222], [3.75737, 4.28356, -0.33009], [1.78023, -3.66554, 3.80349], [-2.05599, 1.54473, -5.95741], [7.08979, 5.72031, 1.57534], [5.43277, 4.14481, 1.37399], [-1.73407, 1.84439, -3.53631], [-3.94240, 1.29328, -4.46091], [-3.10953, -1.14241, -1.72986], [-2.88474, 1.28364, -7.03821], [-4.35930, 1.29019, -3.46236], [1.06415, -0.09343, -0.45848], [-4.88329, 0.83614, -7.68080], [0.81630, -1.93900, -1.94605], [-4.23734, 1.03344, -6.83375], [-2.58211, -0.48016, -1.26862], [-0.85214, -1.38019, -1.90262], [-2.59554, 1.55175, -4.67841], [-5.81620, 0.83663, -5.39202], [2.31395, 2.69507, -0.34320], [-1.36341, -4.32149, 1.43120], [-0.86238, -4.21590, -2.29883], [1.51537, -0.92305, 6.51621], [2.46283, -0.02099, 2.62849], [4.87004, 2.97193, 1.86007], [-2.47783, 1.27762, -8.04110], [-4.76424, 1.03509, -5.54796], [1.82012, -0.56755, 5.21084], [1.71019, -2.89550, 4.55924], [1.24789, -4.28054, 6.12637], [7.10944, 4.06488, 2.93890], [-1.83293, -3.37778, 0.36535], [-0.06583, -1.83496, -1.27767], [1.08250, -2.53383, 7.86634]],
  "forces_ev_per_angstrom": [[0.230, 0.049, -0.062], [-2.381, -4.394, 2.089], [0.108, 0.133, -0.031], [0.099, -0.131, 0.732], [0.135, 0.196, -0.102], [-1.183, 2.972, -1.672], [-0.033, -0.131, -0.048], [0.042, 0.037, 0.031], [0.624, -0.194, -0.067], [-0.021, 0.379, -0.690], [0.014, 0.002, -0.045], [-0.731, 0.207, 0.375], [0.687, -0.907, -2.147], [-0.006, 0.114, -0.117], [0.032, 0.010, 0.029], [0.193, -1.363, -2.167], [-1.187, -0.003, 0.064], [0.033, 0.215, 0.062], [-0.018, 0.010, 0.186], [0.117, -0.053, 0.140], [-0.023, 0.083, -0.098], [0.000, 0.008, -0.050], [-0.037, 0.009, 0.424], [-0.573, 0.592, -2.044], [-0.175, -0.163, 0.685], [0.039, 0.038, 0.003], [1.794, -0.704, 1.847], [0.247, -0.251, -0.010], [1.278, 0.881, -2.566], [0.575, 2.947, 0.933], [2.553, 1.634, -0.006], [0.016, -0.090, -0.162], [0.021, -0.139, 0.143], [-0.020, 0.160, -0.099], [0.130, 0.026, -0.124], [0.067, 0.204, -0.103], [-0.538, -0.267, -0.287], [0.002, -0.085, -0.049], [-0.093, 0.015, 0.188], [-1.515, -0.260, 1.344], [-0.139, -0.007, 0.146], [0.150, -0.051, 0.007], [-0.124, -0.505, 0.111], [0.024, -0.011, 0.029], [-0.532, -0.186, 0.289], [0.025, 0.016, 0.057], [0.297, 0.038, -0.082], [0.252, -0.571, 0.389], [-0.487, -0.131, -0.584], [0.051, -0.030, 0.071], [0.020, 0.012, 0.026], [-0.056, 1.439, -2.488], [0.431, 0.226, 0.634], [0.009, -0.191, -0.075], [-0.048, 0.129, 0.129], [-0.008, -0.070, 0.044], [0.026, -0.001, 0.042], [0.148, 0.038, -0.167], [0.019, 0.160, 0.054], [0.017, -0.165, -0.083], [-0.017, 0.022, -0.060], [0.067, -0.133, 0.184], [-1.768, -2.221, 4.526], [1.149, 0.393, 0.309], [-0.012, 0.011, -0.037]],
  "energy_ev": -98203.8230,
  "total_charge": -1,
  "homo_lumo_gap_ev": 7.135
}

2.
{
  "formula": "C35H43N10O3PS4W",
  "method": "ωB97M-V/def2-TZVPD",
  "symbols": ["C", "N", "H", "H", "C", "H", "C", "H", "C", "C", "H", "C", "C", "N", "H", "H", "H", "N", "C", "C", "C", "C", "N", "C", "C", "H", "H", "C", "H", "H", "C", "C", "H", "H", "H", "O", "H", "H", "C", "H", "N", "H", "C", "C", "H", "H", "H", "N", "H", "H", "H", "H", "P", "N", "O", "W", "C", "H", "H", "S", "S", "N", "N", "H", "C", "C", "C", "C", "C", "O", "H", "C", "H", "C", "H", "C", "C", "C", "C", "S", "C", "H", "C", "H", "H", "S", "C", "H", "H", "H", "H", "H", "H", "H", "N", "H", "C"],
  "coordinates": [[-2.20968, 4.48236, 0.48964], [0.40059, -2.87523, -0.02885], [-4.37079, 0.22129, 2.11572], [0.24211, 5.90055, -1.21120], [3.34107, -0.12614, 2.10237], [-2.02071, -4.35212, -5.32340], [-1.64951, -3.73842, -4.51431], [0.50827, 7.76061, 1.17199], [-3.12360, 5.22180, 1.46565], [-2.48832, -2.87977, -3.84342], [-3.53785, -2.80218, -4.08988], [1.09885, 3.06339, -2.95150], [0.67219, -5.63345, 0.31666], [0.55312, -9.81927, 0.45842], [-2.70777, 6.16421, 1.81414], [-1.54888, 5.48813, 3.66074], [4.25105, 0.82621, -2.89982], [3.29182, 3.19978, 0.97967], [-0.64122, -3.63840, 0.35806], [1.88992, -7.84516, 0.55531], [2.13658, 0.91211, -2.55307], [1.72986, -9.22576, 0.57612], [-0.68056, -2.16068, -2.42894], [3.46058, 2.78460, -3.29234], [0.50939, 2.72563, 3.26681], [0.50945, 1.80928, 2.67641], [2.59111, -9.87617, 0.69180], [1.58416, -3.48415, -0.19775], [-1.57322, 3.07061, 2.91811], [2.40229, 4.62931, -3.61280], [0.48013, 5.61523, 0.92964], [0.72521, -7.11361, 0.40350], [1.47490, 3.22009, 3.12963], [4.19418, 3.47886, 1.32846], [0.20343, 5.38595, 3.85159], [-2.11194, -11.00961, 0.79759], [-0.58857, 6.96507, 2.29613], [-2.03691, 5.12671, -0.38162], [-0.55123, -4.99733, 0.52991], [2.73739, -5.26990, -0.21211], [-0.46134, -7.69563, 0.30045], [3.91336, -0.72466, 2.79995], [-1.98249, -2.12843, -2.78502], [1.76255, -4.84117, -0.02553], [-0.84834, 4.41599, 4.86943], [-3.89152, -1.32012, -2.01301], [2.01575, -1.72234, 1.54091], [1.57255, 0.05939, 0.55362], [-2.99679, 0.35491, 3.15456], [-1.02887, 7.13579, 0.59580], [-3.89559, 3.44673, -0.40570], [2.40502, -2.85065, -0.51311], [-0.48827, 4.02543, 1.04184], [-2.24859, -0.91833, -0.83445], [-3.05893, -8.76019, 0.63018], [-0.07294, -0.78438, -0.76289], [-2.59244, -0.13884, 1.21621], [1.74430, 6.55678, -0.56855], [-3.34114, 4.60202, 2.33834], [1.98303, -0.77987, -2.11314], [-0.88481, -0.24468, 1.49840], [-3.37316, 0.29980, 2.22563], [3.70989, 1.14633, 1.95480], [-1.41740, -5.59264, 0.78765], [2.32757, 3.59168, -3.31465], [-2.81794, -1.38179, -1.90039], [-0.51213, -9.02235, 0.33000], [-0.72386, 4.80886, 3.85699], [-2.91207, 3.21031, 0.00807], [-2.18429, -9.86292, -1.37091], [1.31946, 5.45045, 1.61701], [-0.32035, -3.81937, -4.11099], [0.20917, 3.68151, -2.95344], [2.29500, -0.69028, 1.41282], [-1.58059, -3.12129, 0.50127], [3.36932, 1.45432, -2.91318], [2.97980, 1.88129, 1.13088], [1.04565, 5.72039, -0.49089], [-0.20208, 6.93683, 1.28086], [-0.53443, 1.06180, -2.02026], [0.12332, -3.01106, -3.09043], [2.86597, -7.39332, 0.66612], [-0.64248, 3.65101, 2.86354], [-3.06784, 2.52092, 0.84257], [0.37527, -4.49441, -4.58732], [-2.16534, -9.75913, 0.07817], [1.00492, 1.73129, -2.56057], [1.55245, 4.80847, -0.80978], [1.23494, 1.97342, -0.15279], [1.16041, -3.02848, -2.79826], [-2.33243, 2.68669, -0.75059], [0.42809, 2.45088, 4.32153], [4.42145, 3.19315, -3.57761], [2.96467, 3.67216, 0.15318], [-3.14349, -0.42703, 0.08003], [-4.07881, 5.43794, 0.98048], [1.87000, 1.34232, 0.44913]],
  "forces_ev_per_angstrom": [[-0.009, 0.016, -0.003], [-0.013, -0.049, 0.069], [0.002, 0.001, 0.000], [0.002, -0.011, -0.005], [-0.020, -0.016, 0.013], [0.004, -0.003, 0.002], [0.001, -0.015, -0.016], [0.007, -0.004, 0.006], [0.026, 0.004, 0.032], [-0.012, 0.005, 0.014], [-0.002, 0.002, 0.006], [0.031, -0.017, -0.031], [0.008, 0.037, 0.000], [0.005, 0.022, 0.019], [-0.001, 0.004, 0.004], [-0.037, 0.008, -0.015], [-0.004, -0.008, 0.003], [0.023, 0.002, -0.005], [0.009, -0.002, -0.010], [0.047, 0.016, 0.008], [-0.027, 0.024, 0.006], [-0.025, -0.001, -0.002], [0.014, 0.028, 0.032], [0.009, -0.017, 0.007], [0.019, -0.008, 0.022], [0.003, 0.058, 0.050], [-0.004, -0.008, 0.000], [-0.016, 0.038, -0.014], [-0.004, 0.000, 0.005], [0.003, 0.002, 0.001], [0.020, 0.011, 0.014], [-0.001, -0.068, -0.009], [-0.013, 0.024, 0.015], [0.003, -0.008, 0.004], [-0.001, 0.012, -0.009], [-0.014, 0.004, -0.022], [0.006, -0.010, 0.012], [0.005, -0.011, -0.010], [-0.018, -0.011, 0.000], [-0.004, -0.015, 0.009], [-0.013, 0.035, 0.004], [0.006, 0.000, -0.004], [0.074, -0.046, -0.027], [0.005, -0.006, -0.020], [-0.003, -0.001, -0.005], [0.000, 0.004, 0.009], [-0.004, -0.003, 0.005], [0.032, -0.023, 0.054], [0.014, -0.001, -0.006], [-0.001, 0.003, 0.003], [0.001, 0.006, -0.003], [0.007, -0.004, 0.006], [-0.055, 0.025, -0.010], [0.087, -0.040, -0.091], [-0.008, 0.009, 0.001], [-0.013, 0.020, -0.102], [-0.006, -0.116, -0.078], [0.006, 0.005, -0.007], [0.008, -0.005, 0.007], [0.006, -0.043, 0.004], [0.006, -0.006, -0.018], [-0.029, 0.021, 0.031], [0.011, 0.035, -0.002], [0.000, 0.002, -0.001], [-0.021, -0.005, -0.011], [-0.059, -0.005, 0.056], [-0.036, -0.049, -0.053], [0.022, 0.006, -0.017], [-0.005, 0.000, 0.018], [0.006, 0.004, -0.016], [-0.002, 0.011, -0.002], [0.006, 0.009, 0.018], [-0.005, -0.010, 0.002], [0.009, 0.008, 0.010], [0.004, 0.007, 0.014], [0.000, 0.029, -0.008], [0.008, -0.048, -0.015], [0.001, 0.010, 0.034], [-0.010, -0.002, -0.008], [-0.053, 0.053, -0.028], [-0.011, -0.008, -0.010], [-0.008, 0.011, -0.001], [-0.018, -0.021, 0.002], [0.001, 0.031, -0.015], [-0.009, -0.004, -0.008], [0.062, 0.006, 0.062], [0.015, -0.012, -0.005], [-0.024, 0.036, -0.001], [0.008, -0.011, 0.013], [0.001, 0.002, -0.005], [-0.024, 0.022, 0.012], [-0.002, -0.002, 0.005], [0.001, 0.002, -0.001], [0.000, -0.001, 0.011], [-0.051, 0.065, 0.057], [0.001, 0.000, 0.001], [0.038, -0.039, -0.060]],
  "energy_ev": -112493.8403,
  "relative_energy_kj_mol": 0.0,
  "homo_lumo_gap_ev": [5.302, 5.304]
}